[1]
ORCA calculation (wB97M-V/def2-TZVPD) on C33H61B3N7O5P as an isolated structure.

XYZ file:
```
110
Properties=species:S:1:pos:R:3:forces:R:3
C 1.70683 -3.65318 0.35516 0.2 0.1 0.0
C 2.15821 -2.42816 -0.08273 0.5 -0.3 -0.2
C 1.49872 -1.18758 0.36396 3.3 -0.8 0.8
O 0.52401 -1.26351 1.02302 -2.7 0.3 1.2
O 2.07426 -0.02413 -0.00408 0.2 -0.1 -0.9
C 1.32819 0.62125 -1.05672 -0.1 1.4 0.0
C 0.14975 1.46077 -0.54091 -0.7 0.0 -0.8
C -1.22464 0.81234 -0.87580 0.5 0.9 0.3
C -2.25254 0.98617 0.24194 -1.0 -0.7 -0.4
C -3.45152 -0.01942 0.06278 1.6 0.3 0.6
C -3.09960 -1.26156 0.93627 -0.4 -0.4 -1.1
B -3.55112 -2.62621 0.30009 -1.7 0.4 0.7
O -3.59945 -3.84920 1.01910 1.6 0.4 -0.5
B -2.60899 -4.62508 0.42338 -0.8 -0.7 0.0
O -2.55829 -4.71700 -0.97802 1.1 0.9 0.3
B -2.79547 -3.48389 -1.57252 -1.5 -0.4 0.3
P -1.73160 -2.69260 -2.97852 -0.2 -0.4 -1.6
N -2.06361 -3.30741 -4.41153 0.4 0.0 0.6
O -3.87377 -2.75612 -1.06936 1.6 0.3 0.1
H 1.85310 -3.99325 1.38041 -1.8 0.7 0.4
H 1.21453 -4.33725 -0.33930 1.7 -0.8 -0.3
H 3.04046 -2.42380 -0.73824 -1.4 0.4 -1.4
H 2.00682 1.30830 -1.56981 0.3 -0.3 0.3
H 1.02089 -0.09771 -1.82791 0.0 -0.2 0.3
H 0.19760 1.67663 0.52857 0.4 -0.3 -0.1
H 0.19223 2.43624 -1.05325 0.0 -0.3 0.3
H -1.05981 -0.24340 -1.12468 -0.2 0.0 0.1
H -1.58987 1.34193 -1.76512 -0.1 -0.5 -0.1
H -2.64018 2.00907 0.24798 0.3 0.0 0.2
H -1.78775 0.72118 1.19641 0.0 0.5 0.0
H -4.40253 0.41675 0.35007 0.0 -0.1 -0.1
H -3.45658 -0.28940 -0.99721 -0.4 -0.1 0.1
H -1.99217 -1.31911 0.94961 -0.2 -0.2 0.1
H -3.40833 -1.15978 1.97985 0.0 0.0 -0.1
H -1.77455 -5.16750 1.07115 -0.1 -0.2 0.0
H -0.36650 -2.82085 -2.59743 -0.2 0.3 0.3
H -2.03736 -1.30309 -2.94968 0.2 -0.2 0.5
H -1.21274 -3.71279 -4.79168 -0.2 -0.1 -0.2
C -7.43933 -2.42970 4.44468 0.0 0.0 0.0
C -7.67468 -3.20907 3.15554 -0.1 0.1 0.2
C -6.52228 -3.06883 2.15594 -0.3 0.2 0.1
C -6.34473 -1.65760 1.77155 -0.1 -1.9 0.4
N -6.21304 -0.56537 1.48778 0.0 1.5 -0.3
H -7.36497 -1.35754 4.25611 0.1 0.0 0.0
H -8.26776 -2.58133 5.13747 0.0 0.0 0.0
H -6.52120 -2.75594 4.93816 0.0 0.0 0.0
H -8.60402 -2.86631 2.69558 0.0 0.0 -0.1
H -7.80636 -4.26619 3.39501 0.0 0.0 -0.1
H -6.72655 -3.65191 1.25742 0.1 0.0 0.0
H -5.59090 -3.43456 2.58924 0.0 0.0 0.0
C -3.61416 2.74473 -4.35778 0.0 0.0 0.0
C -2.92517 3.82813 -5.18202 -0.3 -0.2 0.1
C -1.39694 3.71968 -5.15049 -0.2 0.2 0.2
C -0.90324 3.85579 -3.77045 -0.3 -0.2 -1.5
N -0.53952 3.96147 -2.69701 0.3 0.2 1.1
H -3.35371 2.81834 -3.30030 0.0 0.0 0.0
H -4.69733 2.84116 -4.43147 0.0 0.0 0.0
H -3.33843 1.74830 -4.71087 0.0 0.0 0.0
H -3.23112 4.80850 -4.81036 0.1 0.0 -0.1
H -3.26191 3.75868 -6.21837 0.1 0.0 0.0
H -0.94760 4.50301 -5.76150 0.1 0.0 0.0
H -1.07381 2.75565 -5.54632 0.0 0.0 0.0
C 6.07918 4.15858 -0.42845 0.1 0.0 0.0
C 5.60462 3.14876 0.61063 0.2 0.2 -0.1
C 4.31675 2.42854 0.19909 0.0 0.4 0.2
C 3.22537 3.40602 0.02249 1.0 -1.3 0.2
N 2.39617 4.17465 -0.10996 -0.9 0.9 -0.1
H 5.34944 4.95674 -0.57240 0.0 -0.1 0.0
H 7.01207 4.62448 -0.10856 0.0 0.0 0.0
H 6.25488 3.67591 -1.39217 0.0 0.0 0.0
H 5.44997 3.66226 1.56238 -0.1 -0.1 0.0
H 6.38890 2.40491 0.77020 -0.1 -0.1 0.0
H 4.02520 1.70959 0.96490 -0.1 0.0 -0.1
H 4.46050 1.88351 -0.73518 0.0 0.0 0.0
C 8.03108 -4.25423 -0.78435 0.0 0.0 0.0
C 6.67698 -4.63934 -0.20205 0.2 -0.1 0.1
C 5.49803 -4.17656 -1.06121 0.2 0.2 0.1
C 5.51750 -2.70781 -1.16613 -0.2 -1.5 -0.1
N 5.53587 -1.57072 -1.23722 0.0 1.3 0.0
H 8.14428 -3.17031 -0.85414 0.0 0.0 0.0
H 8.83484 -4.62439 -0.14783 0.0 0.0 0.0
H 8.16620 -4.67770 -1.78263 0.0 0.0 0.0
H 6.57769 -4.20450 0.79327 0.0 -0.3 -0.3
H 6.63451 -5.72492 -0.09121 -0.1 0.0 0.0
H 4.55499 -4.48397 -0.60533 0.0 0.1 0.0
H 5.54568 -4.60866 -2.06240 0.0 0.1 0.0
C 4.33941 -1.24590 2.69683 0.0 0.1 0.0
C 5.59866 -0.55957 3.21778 -0.3 -0.1 0.0
C 6.85783 -0.96726 2.44607 -0.1 -0.2 0.2
C 7.08908 -2.41707 2.56060 0.0 1.5 -0.1
N 7.25512 -3.54076 2.64806 0.2 -1.0 0.4
H 4.39773 -2.33019 2.81259 0.1 0.0 0.0
H 3.46353 -0.90660 3.25097 0.0 0.0 0.0
H 4.17912 -1.02123 1.63897 0.0 0.0 0.0
H 5.72368 -0.79437 4.27703 0.1 0.0 0.0
H 5.47370 0.52264 3.14217 0.1 0.0 0.0
H 7.73102 -0.44445 2.83757 0.1 -0.1 0.0
H 6.75525 -0.71142 1.38909 0.0 -0.1 0.0
C -4.20773 5.02705 2.55255 0.0 0.0 0.0
C -3.96235 5.86775 1.30443 0.1 -0.1 0.3
C -5.17213 5.90634 0.36486 0.2 -0.3 0.0
C -5.50601 4.54861 -0.09637 0.2 1.5 0.4
N -5.76416 3.49610 -0.44370 -0.2 -1.2 -0.4
H -4.39677 3.98212 2.30076 -0.1 0.0 0.0
H -3.33400 5.05148 3.20443 0.0 0.0 0.0
H -5.06305 5.40388 3.11800 0.0 0.0 0.0
H -3.09599 5.47079 0.77099 0.0 0.1 -0.1
H -3.71487 6.88859 1.60278 0.0 0.0 -0.1
H -4.95533 6.52759 -0.50450 -0.1 0.0 0.0
H -6.04028 6.32828 0.87347 0.0 0.0 0.0
```
Forces are in eV/Å.

The value obtained for the LUMO energy is -1.24 eV. The calculation puts the orbital gap at 7.08 eV. The HOMO energy is -8.323 eV.

=====

[2]
ORCA calculation (wB97M-V/def2-TZVPD) on C33H39ClGaGeIN3O2SSe as an isolated structure.

XYZ file:
```
83
Properties=species:S:1:pos:R:3:forces:R:3
Ga -0.23909 0.18090 -0.65074 1.2 0.8 -0.2
Cl -3.67559 6.20520 -1.38814 0.0 0.2 -0.1
C -2.74829 4.85140 -0.80934 0.0 0.2 0.5
C -2.43169 4.77940 0.52526 -0.3 0.2 -0.5
C -1.72039 3.69580 1.02996 0.4 -0.5 0.6
I -1.29839 3.59300 3.09106 -0.2 0.1 -0.4
C -1.28949 2.64700 0.22706 -0.2 0.6 0.2
O -0.62179 1.63270 0.64826 -0.4 -0.7 -0.1
C -1.65939 2.72970 -1.15694 -0.2 0.5 0.0
N -1.29769 1.66870 -1.88324 -0.5 -0.2 -0.2
C -1.55019 1.64320 -3.16894 0.2 -0.3 0.3
C -2.20779 2.69530 -3.81114 -0.2 0.4 0.0
C -2.62989 3.78460 -3.08514 0.1 -0.3 -0.1
C -2.36709 3.83080 -1.70104 0.2 -0.3 0.0
H -2.73649 5.56970 1.19446 -0.1 0.1 0.0
H -1.21929 0.75990 -3.70084 0.0 0.0 0.0
H -2.39119 2.63460 -4.87424 0.0 0.0 0.0
H -3.16509 4.59520 -3.55844 0.0 0.0 0.0
C 2.87181 -2.61440 2.63936 0.3 0.4 0.1
Ge 4.13451 -1.09910 2.77426 0.1 0.2 0.0
C 5.07061 -0.86340 1.03676 -0.3 0.0 0.5
C 5.52511 -1.47320 4.17266 -0.4 0.0 -0.4
C 3.14191 0.52640 3.38296 0.0 -0.3 -0.4
Se 1.66461 1.15500 2.23616 0.5 -0.3 0.4
C 2.76051 2.11790 0.95906 0.0 0.1 0.2
H 3.38091 -3.53630 2.37076 0.1 -0.1 0.0
H 2.13351 -2.39050 1.87536 -0.1 0.0 -0.1
H 2.34221 -2.76820 3.57476 -0.1 0.0 0.2
H 5.61241 -1.77230 0.78536 0.1 -0.1 0.0
H 5.78081 -0.04100 1.07186 0.1 0.1 0.0
H 4.35701 -0.67090 0.24136 -0.1 0.0 -0.1
H 6.09051 -2.36690 3.92216 0.1 -0.1 -0.1
H 5.06731 -1.62670 5.14516 -0.1 0.0 0.1
H 6.22641 -0.64750 4.25556 0.1 0.2 0.0
H 3.80471 1.37390 3.55016 0.1 0.0 0.1
H 2.66071 0.28510 4.33146 0.1 0.0 0.1
H 3.56991 1.47090 0.63256 0.0 0.0 -0.1
H 3.15201 3.02710 1.41646 0.0 0.0 0.0
H 2.11841 2.34930 0.11266 0.0 -0.1 -0.1
S -1.08799 -2.37980 3.07046 -0.5 -0.6 1.4
C -0.64799 -1.65090 1.74656 0.7 0.5 -1.9
N -0.28489 -1.20970 0.71226 -0.5 -0.2 0.7
C -6.33179 -2.22790 3.14196 0.0 0.0 0.0
C -5.32809 -2.18740 2.03166 0.1 0.0 -0.2
C -4.61729 -3.31240 1.63766 -0.1 0.1 0.0
C -3.67279 -3.25560 0.63006 0.2 0.2 -0.2
C -2.90939 -4.50060 0.29496 0.1 0.0 0.0
C -3.40839 -2.02720 -0.02664 -0.6 0.1 0.6
C -2.36099 -1.97460 -1.01254 0.6 0.6 -0.8
O -1.83699 -0.95670 -1.51174 -0.9 -1.1 0.5
C -4.17059 -0.88960 0.33866 0.1 0.0 -0.1
C -4.03079 0.43480 -0.34314 0.0 0.0 0.0
C -5.09789 -0.99600 1.35706 0.0 -0.1 0.1
H -6.42829 -3.22870 3.55386 0.0 -0.1 0.1
H -7.30719 -1.90030 2.78336 -0.1 0.0 0.0
H -6.02969 -1.54890 3.93836 0.0 0.0 0.1
H -4.78309 -4.25240 2.14676 0.0 -0.1 0.0
H -3.25149 -5.32780 0.90956 0.0 -0.1 0.0
H -1.84969 -4.35040 0.48876 0.1 -0.1 0.0
H -3.03489 -4.77370 -0.75214 0.0 -0.1 -0.1
H -2.00479 -2.94870 -1.37384 0.1 0.1 0.0
H -3.92389 0.32060 -1.42034 0.1 0.1 0.0
H -3.14629 0.94860 0.03186 0.0 0.0 -0.1
H -4.89899 1.06220 -0.13934 0.0 0.0 0.1
H -5.65279 -0.11460 1.64866 -0.1 0.1 0.0
C 2.35901 -1.95440 -1.53574 0.0 0.2 0.0
C 2.89751 -0.84860 -2.38534 0.0 0.0 -0.1
C 4.00181 -1.01980 -3.19414 0.1 0.0 -0.1
C 4.48321 0.00810 -3.99084 0.4 -0.1 -0.3
C 3.83681 1.23800 -3.97814 0.0 0.0 -0.1
C 2.72621 1.45340 -3.19614 0.2 0.1 0.0
C 2.02011 2.77820 -3.17894 0.1 -0.2 0.1
C 2.22051 0.40610 -2.36294 -0.1 -0.1 0.2
N 1.17551 0.68620 -1.60584 -0.6 0.0 0.3
H 3.04531 -2.79780 -1.50004 0.0 -0.1 0.0
H 1.39161 -2.29460 -1.92234 -0.1 -0.1 0.1
H 2.17421 -1.58800 -0.52114 0.0 -0.1 0.0
H 4.50551 -1.97980 -3.20184 0.1 -0.1 0.0
H 5.35181 -0.14390 -4.61764 0.1 0.0 0.0
H 4.20741 2.04170 -4.60424 0.0 0.1 0.0
H 2.60831 3.54920 -3.67304 0.1 0.1 -0.1
H 1.82241 3.08050 -2.15104 -0.1 0.1 0.0
H 1.05221 2.70050 -3.67804 -0.1 0.1 0.0
```
Forces are in eV/Å.

The value obtained for the LUMO energy is 1.27 eV. The calculation puts the orbital gap at 4.14 eV. The HOMO energy is -2.871 eV. The total charge is -1.

=====

[3]
ORCA calculation (wB97M-V/def2-TZVPD) on one molecule with the formula C3HCl3F2.

XYZ file:
```
9
Properties=species:S:1:pos:R:3:forces:R:3
C 0.83617 0.42985 0.01860 3.5 1.3 -0.1
C -0.09743 -0.57427 -0.53158 0.6 -4.7 1.1
C -0.55117 0.35409 0.53790 -1.7 -0.1 -1.1
F 1.14012 1.36490 -0.91644 -0.2 0.6 -0.2
F -0.59052 -0.49465 -1.74858 0.3 0.4 0.0
Cl 0.06733 -2.52485 -0.13658 -0.1 2.9 -0.4
Cl -1.90414 1.28577 -0.05538 0.2 0.7 0.3
Cl -0.68259 -0.22512 2.10314 -0.2 -0.4 1.7
H 1.78223 0.38428 0.72891 -2.4 -0.8 -1.3
```
Forces are in eV/Å.

The SMILES is F[C@H]1C(Cl)(Cl)[C@]1(F)Cl. The value obtained for the LUMO energy is -0.27 eV. The calculation puts the orbital gap at 10.58 eV. The HOMO energy is -10.851 eV.

=====

[4]
ORCA calculation (wB97M-V/def2-TZVPD) on an isolated ion of composition C2H5N2O2 and charge +1.

XYZ file:
```
11
Properties=species:S:1:pos:R:3:forces:R:3
C -0.23886 -1.16149 -0.38189 -0.3 -6.8 -1.8
C 0.37055 1.32547 0.56006 -3.5 0.3 0.0
N -0.01120 -0.89232 0.87161 1.7 0.8 4.6
N -0.43382 -0.14417 -1.22386 -0.5 5.1 -3.4
O -0.05994 0.38757 1.44494 0.0 -0.2 -0.2
O -0.65248 1.09437 -0.72533 0.5 -0.6 -0.1
H -0.23168 -2.27872 -0.73806 -0.3 2.7 0.8
H 0.34100 2.39510 0.90787 -0.7 -1.3 -0.2
H 1.19926 1.12699 0.02147 3.2 -0.9 -1.3
H 0.35248 -1.59144 1.51912 -0.1 0.5 0.0
H -0.63531 -0.26136 -2.25592 0.0 0.4 1.7
```
Forces are in eV/Å.

The value obtained for the LUMO energy (alpha / beta) is -3.60 / -8.01 eV. The calculation puts the orbital gap (alpha / beta) at 7.18 / 8.29 eV. The HOMO energy (alpha / beta) is -10.780 / -16.303 eV. The total charge is +1. As for the spin multiplicity: 3.